The following is a quantum chemistry calculation of an isolated molecule of C22H18N2O2S2, from the Open Molecules 2025 dataset.

- SMILES: N#Cc1c(S[C@H](C(=O)O)c2ccccc2)nc2c(c1-c1cccs1)CCCC2
- Gap between HOMO and LUMO: 8.471 eV
- E: -1905.5510 Ha
- Total charge: 0
- M: 406.5 g/mol
- HOMO level: -8.97 eV

```
46
Properties=species:S:1:pos:R:3:forces:R:3:mulliken_charge:R:1
N -1.490 4.126 -0.151 -0.081 0.353 -0.013 -0.5640
C -1.204 3.029 -0.323 -0.071 0.524 0.170 -1.1818
C -0.815 1.684 -0.494 0.475 -1.014 -0.099 0.7294
C 0.538 1.382 -0.699 -0.097 0.178 -0.009 0.4616
S 1.719 2.674 -0.838 0.206 0.174 -0.009 -0.2827
C 3.248 1.857 -0.189 -0.306 0.163 -0.325 0.2542
C 4.003 1.149 -1.325 -0.097 0.315 0.354 0.1649
O 5.110 1.487 -1.637 0.189 0.022 -0.056 -0.6139
O 3.359 0.161 -1.916 -0.099 -0.379 -0.305 -0.5904
C 2.941 0.980 0.997 0.164 -0.080 0.302 -0.0118
C 2.103 1.451 2.003 0.101 0.015 0.010 -0.1270
C 1.794 0.654 3.089 -0.040 0.032 0.043 -0.8228
C 2.325 -0.621 3.189 -0.037 -0.099 0.061 -0.4600
C 3.180 -1.085 2.205 0.014 -0.076 0.033 -0.7464
C 3.489 -0.291 1.114 0.063 0.166 0.070 -0.1959
N 0.976 0.134 -0.776 -0.175 0.040 -0.281 -0.0402
C 0.121 -0.869 -0.635 -0.172 0.047 0.161 -0.0869
C -1.251 -0.681 -0.455 0.009 0.311 0.032 1.3686
C -1.741 0.626 -0.388 0.585 -0.069 -0.090 1.4527
C -3.143 0.953 -0.192 -0.663 -0.147 0.282 -0.8707
C -3.866 1.919 -0.837 0.196 -0.324 0.030 -0.6715
C -5.193 2.015 -0.376 -0.204 -0.011 0.115 -0.5700
C -5.464 1.140 0.627 0.254 -0.233 0.118 -0.4998
S -4.112 0.161 1.017 0.002 0.516 -0.351 -0.0612
C -2.080 -1.925 -0.454 -0.115 -0.113 -0.236 -1.1737
C -1.637 -2.788 -1.642 -0.044 -0.113 0.073 -0.8540
C -0.161 -3.196 -1.547 -0.018 -0.018 -0.039 -0.8178
C 0.657 -2.259 -0.641 -0.010 -0.154 -0.120 -0.8786
H 3.856 2.713 0.121 -0.052 -0.153 -0.135 0.6072
H 2.448 0.022 -1.513 0.286 0.175 0.067 0.4886
H 1.685 2.445 1.930 -0.052 0.067 -0.015 0.4623
H 1.136 1.031 3.858 -0.052 0.033 0.074 0.4259
H 2.079 -1.246 4.034 -0.014 -0.058 0.075 0.4236
H 3.611 -2.072 2.283 0.045 -0.092 0.016 0.4181
H 4.167 -0.665 0.362 0.032 -0.055 -0.100 0.4330
H -3.468 2.523 -1.632 0.103 0.110 -0.101 0.5747
H -5.910 2.712 -0.770 -0.149 0.108 -0.045 0.4133
H -6.379 1.005 1.168 -0.222 0.018 0.082 0.4631
H -3.141 -1.695 -0.544 0.088 -0.049 0.061 0.6067
H -1.930 -2.474 0.480 -0.084 -0.053 0.077 0.2575
H -2.267 -3.676 -1.700 -0.022 0.008 -0.076 0.3948
H -1.801 -2.209 -2.554 -0.058 -0.025 0.011 0.3792
H 0.274 -3.194 -2.546 0.027 -0.077 0.015 0.3270
H -0.077 -4.210 -1.156 0.031 -0.010 -0.054 0.3303
H 0.605 -2.621 0.391 0.060 0.002 0.017 0.4386
H 1.706 -2.254 -0.936 0.008 0.026 0.108 0.2456
```
Positions in Å, forces in eV/Å.